DFT (the ωB97M-V functional and the def2-TZVPD basis) results for C15H11N9S in the gas phase.

Last column: Löwdin charge in e.
Geometry (Å):
N  3.846  -1.028  1.097  0.187
C  2.774  -1.354  0.768  -0.200
C  1.348  -1.545  0.421  -0.226
C  1.018  -0.273  -0.219  -0.270
C  1.024  0.982  0.457  0.009
C  0.837  2.156  -0.262  -0.064
N  0.580  2.022  -1.576  0.129
C  0.490  0.800  -2.029  -0.454
N  0.077  0.785  -3.322  0.044
C  0.895  1.413  -4.429  -0.057
C  0.481  2.904  -4.700  -0.366
N  0.095  3.389  -5.816  0.045
N  -0.341  4.713  -5.593  -0.031
N  0.033  5.082  -4.428  0.002
N  0.531  3.942  -3.868  0.030
N  0.685  -0.354  -1.453  0.220
C  0.520  -1.985  1.637  -0.466
N  -0.619  -2.629  1.555  0.109
C  -1.366  -2.573  2.744  -0.286
C  -2.683  -3.084  2.973  0.021
C  -3.118  -2.976  4.317  -0.092
C  -2.375  -2.331  5.257  -0.125
C  -1.198  -1.693  5.009  -0.117
C  -0.694  -1.905  3.771  -0.463
S  0.966  -1.427  3.290  1.061
H  1.444  -2.290  -0.324  0.140
H  1.208  1.078  1.495  0.088
H  0.712  3.090  0.369  0.143
H  -0.104  -0.220  -3.506  0.136
H  0.710  0.788  -5.344  0.132
H  1.974  1.428  -4.291  0.111
H  0.773  3.730  -2.894  0.119
H  -3.113  -3.733  2.164  0.128
H  -4.021  -3.490  4.662  0.110
H  -2.841  -2.102  6.236  0.123
H  -0.550  -1.311  5.829  0.131

Values from the calculation:
largest force on an atom: 3.70 eV/A
total charge: 0
frontier orbital gap: 8.9558 eV
HOMO level: -0.34767 Eh

=====

DFT (the ωB97M-V functional and the def2-TZVPD basis) results for a molecular structure, C15H12ClN2O4S2V.

Last column: Löwdin charge in e.
Geometry (Å):
V  -1.282  1.499  0.077  0.431
O  4.537  4.075  -0.749  0.090
C  3.214  4.007  -0.451  -0.476
O  2.572  5.012  -0.363  0.149
C  2.635  2.666  -0.242  -0.050
C  3.211  1.406  -0.235  -0.557
Cl  4.832  0.933  -0.530  0.802
N  2.258  0.485  0.003  -0.058
N  1.064  1.102  0.142  0.128
C  1.272  2.392  0.005  -0.117
C  -0.060  3.094  0.087  -0.749
O  -0.573  3.222  1.242  -0.070
O  -0.717  3.165  -1.022  -0.099
C  2.350  -0.937  0.094  -0.198
C  1.460  -1.699  -0.643  -0.033
C  1.507  -3.080  -0.532  -0.064
C  2.444  -3.684  0.292  -0.087
C  3.328  -2.907  1.031  -0.085
C  3.274  -1.526  0.945  -0.046
H  4.927  3.193  -0.801  0.018
H  0.720  -1.218  -1.268  0.065
H  0.795  -3.677  -1.085  0.110
H  2.475  -4.763  0.375  0.099
H  4.044  -3.377  1.692  0.100
H  3.926  -0.902  1.542  0.103
C  -5.707  0.140  0.643  -0.158
C  -4.217  0.197  0.383  -0.780
S  -3.412  1.666  0.947  0.577
C  -3.551  -0.803  -0.206  -0.792
C  -4.193  -2.083  -0.667  -0.154
S  -1.805  -0.714  -0.478  0.542
H  -6.058  1.107  1.001  0.042
H  -5.956  -0.606  1.404  0.071
H  -6.271  -0.108  -0.260  0.066
H  -5.253  -2.128  -0.416  0.052
H  -3.699  -2.944  -0.208  0.061
H  -4.093  -2.201  -1.750  0.064

Values from the calculation:
largest force on an atom: 0.20 eV/A
ΔE to the lowest compared entry with this formula, charge and spin: 99.18 kJ/mol
total charge: -1
expectation value of S²: 0.780
frontier orbital gap (alpha / beta): 5.7836 / 5.5935 eV
multiplicity: 2
HOMO level (alpha / beta): -0.13661 / -0.12958 Eh

=====

DFT (the ωB97M-V functional and the def2-TZVPD basis) results for a molecular structure, C15H12CrN3O4S.

Last column: Löwdin charge in e.
Geometry (Å):
Cr  -0.462  0.773  0.606  0.687
N  -2.803  0.015  -3.102  0.020
C  -2.082  0.031  -1.917  -0.909
S  -0.572  0.880  -1.955  0.542
N  -2.638  -0.656  -0.955  -0.017
N  -1.871  -0.687  0.201  -0.122
C  -2.200  -1.568  1.069  -0.079
C  -1.472  -1.830  2.308  -0.149
C  -2.086  -2.666  3.246  -0.078
C  -1.465  -3.037  4.420  -0.132
C  -0.169  -2.564  4.655  -0.118
C  0.468  -1.753  3.746  -0.028
C  -0.152  -1.343  2.538  -0.367
O  0.502  -0.597  1.703  -0.173
H  -2.605  0.786  -3.713  0.050
H  -3.778  -0.213  -2.978  0.072
H  -3.067  -2.191  0.847  0.120
H  -3.085  -3.032  3.028  0.101
H  -1.961  -3.681  5.135  0.082
H  0.346  -2.841  5.569  0.090
H  1.473  -1.389  3.925  0.107
O  1.301  4.960  2.134  0.074
C  0.012  5.387  2.161  -0.253
C  -0.274  6.697  2.555  -0.040
C  -1.576  7.162  2.579  -0.105
C  -2.621  6.329  2.207  -0.097
C  -2.331  5.032  1.816  -0.019
C  -1.032  4.537  1.785  -0.048
C  -0.849  3.100  1.330  -0.598
O  -1.855  2.483  0.908  -0.059
O  0.295  2.569  1.400  -0.064
H  1.859  5.689  2.417  0.099
H  0.547  7.347  2.843  0.105
H  -1.770  8.183  2.886  0.096
H  -3.643  6.685  2.220  0.093
H  -3.116  4.353  1.510  0.117

Values from the calculation:
largest force on an atom: 0.70 eV/A
total charge: -1
expectation value of S²: 6.013
frontier orbital gap (alpha / beta): 6.4369 / 7.1119 eV
multiplicity: 5
HOMO level (alpha / beta): -0.13702 / -0.16186 Eh

=====

DFT (the ωB97M-V functional and the def2-TZVPD basis) results for a molecular structure, C15H12F10N4PPrS.

Last column: Löwdin charge in e.
Geometry (Å):
Pr  -0.849  -0.342  1.509  0.876
F  2.807  -0.056  7.523  0.138
C  2.597  -0.095  6.210  -0.139
C  1.315  -0.091  5.710  -0.140
F  0.267  -0.048  6.531  0.136
C  1.144  -0.123  4.344  -0.195
F  -0.151  -0.130  3.895  -0.028
C  2.162  -0.177  3.418  -0.504
S  1.914  -0.250  1.677  0.636
C  3.440  -0.177  3.966  -0.235
F  4.506  -0.223  3.168  0.097
C  3.661  -0.137  5.329  -0.136
F  4.903  -0.137  5.806  0.136
C  -1.266  0.727  -4.218  -0.184
N  -1.603  -0.629  -3.780  -0.147
C  -0.524  -1.533  -4.193  -0.182
N  0.803  -1.133  -3.717  -0.149
C  1.061  0.239  -4.156  -0.184
N  0.035  1.201  -3.740  -0.147
C  0.039  1.408  -2.293  -0.295
P  -0.315  -0.165  -1.378  0.960
C  -1.829  -0.683  -2.336  -0.296
C  0.907  -1.253  -2.261  -0.299
H  -2.043  1.415  -3.881  0.129
H  -1.247  0.735  -5.308  0.127
H  -0.500  -1.552  -5.282  0.127
H  -0.745  -2.538  -3.834  0.130
H  1.102  0.243  -5.245  0.127
H  2.029  0.562  -3.773  0.128
H  -0.712  2.146  -2.011  0.086
H  1.008  1.789  -1.972  0.099
H  -2.657  -0.027  -2.068  0.088
H  -2.104  -1.694  -2.035  0.096
H  0.739  -2.287  -1.959  0.096
H  1.911  -0.982  -1.936  0.093
N  -2.389  -3.578  1.242  -0.024
C  -1.866  -2.552  1.388  -0.404
F  -1.807  3.318  0.736  0.079
C  -1.663  2.001  0.848  -0.276
F  -0.777  1.837  2.072  -0.198
C  -3.028  1.448  1.383  -0.593
F  -4.025  2.292  1.483  0.214
F  -2.869  0.791  2.593  0.063
F  -3.381  0.440  0.547  0.093

Values from the calculation:
largest force on an atom: 1.81 eV/A
ΔE to the lowest compared entry with this formula, charge and spin: 91.49 kJ/mol
total charge: 0
expectation value of S²: 2.003
frontier orbital gap (alpha / beta): 8.1437 / 8.5861 eV
multiplicity: 3
HOMO level (alpha / beta): -0.32045 / -0.32064 Eh

=====

DFT (the ωB97M-V functional and the def2-TZVPD basis) results for a molecular structure, C15H12IrN5O2.

Last column: Löwdin charge in e.
Geometry (Å):
Ir  1.636  0.353  0.684  1.727
N  -2.090  2.830  0.384  0.204
C  -0.814  2.461  0.377  -0.045
N  -0.452  1.198  0.296  0.010
C  -1.417  0.230  0.186  -0.218
N  -1.039  -1.051  -0.019  0.174
N  0.282  -1.190  -0.038  -0.141
C  0.791  -2.288  -0.539  0.057
C  2.212  -2.305  -0.730  -0.240
C  2.884  -3.404  -1.236  0.081
C  4.262  -3.305  -1.457  0.048
C  4.896  -2.113  -1.182  0.052
C  4.154  -1.035  -0.675  -0.038
N  2.853  -1.130  -0.449  -0.046
C  -2.793  0.546  0.222  -0.031
C  -3.825  -0.413  0.148  0.041
C  -5.124  0.010  0.186  0.039
C  -5.439  1.392  0.288  0.064
C  -4.458  2.357  0.355  0.051
C  -3.135  1.938  0.326  -0.101
H  -2.300  3.825  0.435  0.205
H  -0.059  3.236  0.433  0.161
H  0.147  -3.108  -0.846  0.171
H  2.346  -4.317  -1.455  0.151
H  4.815  -4.150  -1.847  0.149
H  5.957  -1.985  -1.354  0.146
H  4.632  -0.087  -0.460  0.140
H  -3.579  -1.462  0.067  0.137
H  -5.931  -0.709  0.135  0.145
H  -6.479  1.692  0.310  0.149
H  -4.709  3.408  0.430  0.148
O  2.700  1.032  2.274  -0.144
C  2.976  2.201  1.771  -0.369
O  2.517  2.439  0.637  -0.059
H  3.583  2.905  2.344  0.181

Values from the calculation:
largest force on an atom: 0.18 eV/A
ΔE to the lowest compared entry with this formula, charge and spin: 0.00 kJ/mol
total charge: +3
expectation value of S²: 8.824
frontier orbital gap (alpha / beta): 7.7303 / 5.7694 eV
multiplicity: 6
HOMO level (alpha / beta): -0.69776 / -0.70998 Eh

=====

DFT (the ωB97M-V functional and the def2-TZVPD basis) results for a molecular structure, C15H12N6O6SZn.

Last column: Löwdin charge in e.
Geometry (Å):
Zn  0.781  -1.381  -0.505  0.693
N  -3.601  4.940  0.372  0.111
C  -2.960  3.888  -0.215  -0.322
C  -3.039  2.610  0.353  -0.021
C  -2.296  1.576  -0.168  -0.059
C  -1.485  1.801  -1.267  -0.297
C  -1.415  3.046  -1.866  -0.048
C  -2.157  4.085  -1.347  -0.020
S  -0.450  0.481  -1.827  0.654
O  -0.183  0.580  -3.226  -0.264
O  -1.026  -0.786  -1.349  -0.332
N  0.901  0.557  -0.910  -0.143
C  2.070  0.398  -1.541  -0.520
N  2.585  1.313  -2.351  0.154
C  3.789  1.079  -2.828  -0.105
C  4.533  -0.049  -2.486  -0.037
C  3.892  -0.991  -1.699  -0.092
N  2.665  -0.783  -1.244  0.081
H  -4.321  4.725  1.042  0.098
H  -3.704  5.788  -0.157  0.098
H  -3.695  2.444  1.196  0.112
H  -2.331  0.579  0.240  0.112
H  -0.785  3.171  -2.733  0.120
H  -2.135  5.060  -1.810  0.111
H  4.170  1.839  -3.500  0.115
H  5.540  -0.204  -2.838  0.101
H  4.350  -1.931  -1.421  0.122
O  -1.097  -5.305  3.024  0.135
C  -0.653  -4.311  3.751  -0.513
O  -0.744  -4.281  4.953  0.100
C  -0.032  -3.152  3.027  -0.027
C  0.460  -2.018  3.658  0.017
N  0.857  -1.164  2.709  0.048
N  0.666  -1.676  1.494  0.030
C  0.134  -2.884  1.650  -0.102
C  -0.039  -3.727  0.405  -0.545
O  -0.566  -4.827  0.511  0.079
O  0.451  -3.227  -0.649  -0.036
H  -0.950  -5.208  2.031  0.075
H  0.552  -1.808  4.703  0.140
H  1.269  -0.247  2.817  0.177

Values from the calculation:
largest force on an atom: 1.95 eV/A
total charge: 0
frontier orbital gap: 8.7418 eV
HOMO level: -0.31895 Eh

=====

DFT (the ωB97M-V functional and the def2-TZVPD basis) results for a molecular structure, C15H13AlI2NO7S2Ti.

Last column: Löwdin charge in e.
Geometry (Å):
I  4.231  1.396  -2.050  0.352
I  1.904  2.774  -2.867  0.506
Ti  -0.369  1.269  0.108  0.664
Al  0.637  -1.501  -0.071  0.506
S  0.508  0.082  -1.653  0.474
C  -1.423  -1.431  -0.473  -0.306
C  -1.853  -0.446  0.560  -0.288
C  0.302  -0.068  -4.465  -0.375
C  1.526  0.500  -5.020  -0.126
C  -0.918  0.665  -4.442  -0.044
C  0.193  -1.522  -4.668  -0.007
C  -1.413  1.511  1.925  0.021
C  -2.357  1.636  -0.756  0.077
O  -2.280  -0.869  1.642  0.185
O  -2.090  -1.709  -1.432  0.214
O  -1.940  1.298  2.935  0.274
O  -3.496  1.631  -1.024  0.277
H  1.572  0.178  -6.072  0.166
H  2.436  0.148  -4.541  0.081
H  1.574  1.580  -5.036  -0.024
H  -1.388  0.580  -5.443  0.182
H  -0.738  1.719  -4.305  0.083
H  -1.621  0.284  -3.705  0.093
H  0.005  -1.675  -5.759  0.171
H  -0.640  -1.990  -4.105  0.117
H  1.196  -1.963  -4.539  0.125
O  0.644  -2.216  1.681  0.096
C  0.815  -1.128  2.366  -0.348
N  0.961  -0.071  1.500  -0.256
S  1.865  1.224  1.901  1.226
O  1.098  2.201  0.984  -0.488
O  1.090  1.418  3.385  -0.177
C  0.706  0.410  4.190  -0.260
C  0.376  0.864  5.450  0.071
C  -0.287  -0.036  6.233  0.068
C  -0.484  -1.349  5.805  0.043
C  -0.010  -1.827  4.583  0.095
C  0.609  -0.904  3.728  -0.087
H  0.733  1.895  5.686  0.183
H  -0.651  0.333  7.162  0.149
H  -0.995  -2.062  6.407  0.136
H  -0.027  -2.833  4.194  0.153

Values from the calculation:
largest force on an atom: 7.34 eV/A
ΔE to the lowest compared entry with this formula, charge and spin: 56.01 kJ/mol
total charge: +4
expectation value of S²: 0.820
frontier orbital gap (alpha / beta): 4.3411 / 4.1904 eV
multiplicity: 2
HOMO level (alpha / beta): -0.75492 / -0.75346 Eh

=====

DFT (the ωB97M-V functional and the def2-TZVPD basis) results for 2 unconnected molecules or ions with the total composition C15H13BF5O4SSi.

Last column: Löwdin charge in e.
Geometry (Å):
C  1.642  -3.092  0.379  0.244
C  1.558  -1.901  0.501  -0.048
C  1.502  -0.506  0.713  -0.114
C  2.538  0.344  0.613  -0.111
S  4.182  -0.221  0.267  0.646
O  4.602  -1.054  1.336  -0.220
O  4.987  0.881  -0.115  -0.234
F  3.929  -1.103  -0.970  -0.092
C  2.323  1.811  0.809  -0.315
O  3.163  2.561  1.228  0.140
C  0.957  2.282  0.422  -0.085
C  0.799  3.571  -0.047  0.000
C  -0.455  4.000  -0.435  -0.050
C  -1.537  3.126  -0.350  -0.075
C  -1.410  1.834  0.149  -0.151
Si  -2.946  0.707  0.240  0.568
C  -4.308  1.576  -0.731  -0.194
C  -3.548  0.459  1.992  -0.174
C  -2.585  -0.928  -0.633  -0.155
C  -0.133  1.422  0.541  -0.090
C  0.154  0.076  1.091  -0.283
O  -0.587  -0.540  1.810  0.138
H  1.486  -4.147  0.427  0.068
H  1.657  4.223  -0.124  0.124
H  -0.616  5.002  -0.804  0.106
H  -2.493  3.500  -0.689  0.088
H  -4.556  2.562  -0.345  0.024
H  -5.204  0.956  -0.729  0.031
H  -3.975  1.652  -1.768  0.035
H  -2.817  -0.010  2.640  0.017
H  -3.861  1.410  2.426  0.030
H  -4.429  -0.187  1.959  0.032
H  -2.600  -1.726  0.106  0.035
H  -3.330  -1.095  -1.406  0.028
H  -1.588  -0.920  -1.072  0.033
B  3.508  -5.307  -1.893  -1.263
F  2.583  -4.566  -2.660  0.064
F  4.140  -6.267  -2.698  0.079
F  4.461  -4.433  -1.341  0.076
F  2.806  -5.951  -0.839  0.050

Values from the calculation:
largest force on an atom: 1.46 eV/A
total charge: -1
frontier orbital gap: 8.1633 eV
HOMO level: -0.28606 Eh